[1]
C27H31BBr42F5N5O3PS as an isolated structure at a distorted geometry, computed with ωB97M-V/def2-TZVPD.

Cartesian coordinates (Å):
N1 2.477366 5.159878 -0.445451
P1 2.589672 4.048436 0.649148
C1 3.789230 2.687628 0.208174
C2 4.892681 2.392531 1.180855
N2 5.754572 1.478926 0.908707
N3 5.622368 0.886070 -0.239249
C3 6.695081 -0.109806 -0.490546
F1 6.182973 -1.315935 -0.704830
F2 7.413528 -0.272468 0.600041
C4 7.720028 0.333290 -1.610157
F3 7.844902 -0.621373 -2.511773
F4 8.921593 0.440252 -1.070686
F5 7.457039 1.503995 -2.140054
C5 4.728004 1.004479 -1.177076
C6 4.696390 0.235215 -2.474125
B1 3.608021 -0.943422 -2.304203
O1 3.431613 -1.932064 -3.234290
O2 2.836896 -0.918177 -1.172165
C7 3.683091 1.988349 -0.972120
C8 2.619532 2.219579 -2.021340
C9 1.139989 2.271424 -1.546777
C10 0.704782 1.057210 -0.671925
C11 -0.714204 1.389693 -0.137534
S1 -1.235163 0.088433 1.025557
C12 -2.997794 0.203053 1.055511
N4 -3.598187 -0.603247 1.837292
N5 -4.930019 -0.290680 1.701667
C13 -5.020368 0.640924 0.855230
O3 -3.794575 1.022189 0.399993
H1 1.500151 5.189201 -0.766118
H2 3.027579 4.614684 1.878416
H3 1.374888 3.380449 0.930064
H4 4.981597 2.921903 2.116972
H5 5.636314 -0.246605 -2.755802
H6 4.415985 0.911960 -3.286349
H7 3.271730 -2.745768 -2.736136
H8 2.244639 -1.681971 -1.143620
H9 2.847069 3.205437 -2.466377
H10 2.653383 1.507100 -2.847719
H11 0.535199 2.192363 -2.461003
H12 0.841294 3.230085 -1.108162
H13 0.556285 0.229560 -1.375017
H14 1.416180 0.832657 0.128712
H15 -1.430686 1.503686 -0.958791
H16 -0.669599 2.383153 0.340661
H17 -5.975293 1.049510 0.570915
C14 -1.241506 -4.142897 2.836961
Br1 -1.750851 -5.034566 1.199361
Br2 -1.955636 -2.352656 2.980795
Br3 -1.709630 -5.211247 4.377574
H18 -0.162124 -4.054708 2.825989
C15 -1.995444 -0.681567 -5.380574
Br4 -0.181662 -1.013052 -4.802380
Br5 -2.925593 0.519385 -4.191209
Br6 -2.053952 -0.066867 -7.200926
H19 -2.516317 -1.631340 -5.344287
C16 -1.227550 4.121707 3.532350
Br7 -1.406258 5.820303 2.640485
Br8 -2.431674 2.813270 2.821106
Br9 0.588879 3.468210 3.501197
H20 -1.490293 4.279246 4.570121
C17 7.139667 5.650420 0.433740
Br10 6.409892 7.382984 0.028983
Br11 5.761055 4.253411 0.345387
Br12 8.643211 5.213055 -0.683293
H21 7.495630 5.681140 1.455674
C18 -1.340443 -5.013789 -3.937124
Br13 -1.553116 -3.653723 -2.584881
Br14 -2.183695 -4.519683 -5.601851
Br15 0.509391 -5.488223 -4.189611
H22 -1.849478 -5.897811 -3.577635
C19 1.187400 -9.009314 -6.537644
Br16 -0.463954 -9.570242 -5.715173
Br17 0.952047 -7.411337 -7.588659
Br18 2.600693 -8.806999 -5.239247
H23 1.488872 -9.795569 -7.215703
C20 3.101644 -5.770947 3.431621
Br19 2.373072 -4.089914 2.824843
Br20 1.756951 -7.144877 3.380404
Br21 4.689930 -6.265323 2.456713
H24 3.391378 -5.638762 4.465082
C21 -3.445674 9.730354 3.327831
Br22 -1.686112 9.605120 2.550180
Br23 -4.790813 8.976651 2.168696
Br24 -3.504091 8.956266 5.092633
H25 -3.670139 10.782786 3.433224
C22 -0.081565 7.928801 -0.896428
Br25 -0.226842 6.158992 -1.661927
Br26 1.066086 9.066304 -1.942580
Br27 -1.813947 8.714230 -0.611151
H26 0.382995 7.815700 0.075489
C23 -5.439629 -3.085540 -7.132107
Br28 -4.015024 -2.719479 -8.380865
Br29 -5.865287 -1.530744 -6.072277
Br30 -6.994611 -3.808061 -8.009024
H27 -5.077789 -3.844021 -6.450896
C24 0.988313 9.254016 6.065007
Br31 -0.479314 9.672589 7.240271
Br32 2.610482 8.890987 7.042980
Br33 0.546989 7.817269 4.851529
H28 1.171550 10.132806 5.462003
C25 -2.799764 -8.959263 3.962902
Br34 -0.985664 -9.234162 3.369753
Br35 -4.073758 -9.757867 2.757529
Br36 -3.061617 -9.557901 5.776034
H29 -2.977683 -7.891731 3.951959
C26 -9.184545 -1.308986 1.866055
Br37 -10.416593 -1.912840 0.507816
Br38 -7.563173 -0.588461 1.103867
Br39 -10.015110 -0.063781 3.082125
H30 -8.900405 -2.176921 2.444786
C27 -7.442962 -9.188423 5.045130
Br40 -8.111487 -10.767036 5.925448
Br41 -8.471919 -8.757180 3.470751
Br42 -7.323927 -7.690065 6.253568
H31 -6.436407 -9.410652 4.715250

Cartesian forces, eV/Å:
-0.2 -0.5 0.2
-0.4 1.1 -0.6
-0.3 -0.4 2.0
-3.0 -1.2 -1.0
0.1 -0.4 1.6
1.4 -2.0 -1.2
1.2 -0.5 0.9
-0.8 -0.1 -0.9
0.1 0.6 0.7
1.4 -0.5 0.5
-0.7 -0.2 -0.8
0.4 0.2 0.7
-0.9 0.5 -0.6
-2.1 1.6 -1.7
0.1 -0.5 0.6
-0.4 0.0 -0.1
0.8 0.2 0.5
0.6 -0.2 0.0
0.5 -0.5 0.5
-0.5 0.8 0.0
-0.1 -0.9 -0.1
-1.3 1.0 -0.8
0.4 0.5 0.2
-0.1 0.6 -0.9
2.3 -0.7 0.3
-0.9 0.4 0.4
0.0 -0.9 1.0
-0.1 0.3 0.0
-0.3 1.1 -1.2
0.9 0.2 0.0
0.2 -0.9 -0.1
0.6 -0.2 0.2
-0.4 -0.7 0.3
-0.2 0.2 0.0
0.2 -0.1 0.2
-0.4 -0.3 -0.6
-0.2 0.2 0.2
0.0 -0.2 0.1
0.2 0.0 0.4
0.2 0.2 0.1
0.3 -0.3 0.0
0.5 -0.2 0.5
-0.2 -0.1 -0.1
0.2 -0.3 0.0
-0.2 -0.4 0.2
0.6 0.8 -0.6
0.2 0.1 0.3
0.0 0.2 0.1
0.2 -1.4 0.1
0.0 0.0 0.0
-0.2 -0.2 0.0
-0.1 0.0 -0.1
0.0 0.1 -0.1
0.1 0.0 0.0
0.2 0.2 0.3
0.0 0.0 0.0
-0.2 0.1 0.0
0.0 -0.1 0.0
-0.1 0.2 0.2
-0.1 0.0 0.3
0.1 0.0 0.0
0.1 0.5 -0.1
0.0 -0.2 0.0
2.6 3.9 -1.6
-0.2 -0.1 0.1
-0.1 -0.1 0.0
0.0 0.0 0.1
-0.1 -0.1 0.0
0.1 0.0 0.0
-0.1 0.1 0.0
0.0 0.0 0.0
0.0 0.0 0.0
0.1 0.1 0.0
0.0 -0.1 0.0
-0.1 0.0 -0.1
0.0 0.0 0.0
0.0 -0.3 0.0
0.3 0.1 0.0
0.1 0.2 0.0
-0.1 0.1 0.0
0.0 0.1 0.0
0.0 0.0 0.1
-0.2 0.2 0.5
0.1 0.0 0.0
0.0 0.0 -0.2
0.0 0.0 0.0
0.0 0.2 0.1
-0.8 0.3 -0.4
-0.1 -0.1 0.1
0.1 -0.3 -0.6
0.0 -0.1 -0.1
-0.1 -0.1 0.0
-0.2 -0.3 0.0
0.1 -0.1 -0.1
0.1 0.1 0.1
0.0 0.0 0.0
0.0 0.0 0.0
0.2 -0.1 0.0
-0.1 0.0 -0.1
0.1 0.0 0.2
0.0 0.0 0.0
0.0 0.1 0.1
-0.2 -0.1 0.0
0.1 0.0 0.1
0.0 0.0 -0.1
0.0 0.0 0.0
-0.2 0.1 -0.2
0.1 0.1 0.1
-1.5 -0.8 0.2
0.1 -0.1 -0.1
0.0 0.0 0.0
0.0 0.0 0.0
0.0 0.1 -0.1
0.1 0.0 0.1
0.0 -0.1 -0.1
0.0 0.0 0.0

charge: +1
highest occupied orbital energy: -11.0 eV
LUMO energy: -4.481 eV
E_tot: -3018253.02344 eV

=====

[2]
C27H31Br2CoN3OSSi as an isolated structure, computed with ωB97M-V/def2-TZVPD.

Cartesian coordinates (Å):
Co1 -0.576543 0.465541 0.052704
C1 0.716123 0.678326 3.767004
C2 1.622787 0.970579 2.604505
C3 2.984238 1.150491 2.787880
C4 3.764134 1.467814 1.674854
C5 3.196307 1.552236 0.426200
C6 1.812738 1.302084 0.287199
N1 1.052780 1.084750 1.403219
N2 1.102365 1.174009 -0.845272
Si1 1.530105 1.751669 -2.414411
C7 1.988187 3.577611 -2.340197
C8 2.970309 0.797501 -3.176766
C9 0.048257 1.517605 -3.537472
H1 1.117143 -0.132035 4.378567
H2 -0.276557 0.408624 3.412791
H3 0.623753 1.558399 4.406879
H4 3.417286 1.062508 3.774851
H5 4.829227 1.631453 1.791428
H6 3.796773 1.759524 -0.450276
H7 2.959555 3.741976 -1.868924
H8 1.240284 4.128718 -1.765352
H9 2.027727 4.011541 -3.342719
H10 3.927495 0.994767 -2.688529
H11 3.078833 1.068411 -4.230822
H12 2.787171 -0.279362 -3.131479
H13 -0.771189 2.187862 -3.267251
H14 -0.328460 0.493071 -3.478296
H15 0.324510 1.713391 -4.576924
S1 -3.951063 2.012641 -2.454284
C10 -3.457793 3.345345 -1.494363
C11 -2.475571 3.004131 -0.609518
C12 -2.080827 1.631899 -0.670616
C13 -2.808571 0.990889 -1.640348
C14 -2.576649 -0.403005 -1.981660
C15 -3.353972 -1.136414 -2.882663
C16 -3.055149 -2.463502 -3.111058
C17 -1.985976 -3.045111 -2.436682
C18 -1.260183 -2.252428 -1.569153
N3 -1.531515 -0.968508 -1.349011
H16 -3.918915 4.311079 -1.638909
H17 -2.043239 3.724215 0.073931
H18 -4.184972 -0.658382 -3.383865
H19 -3.649326 -3.044337 -3.804575
H20 -1.716576 -4.081539 -2.581986
H21 -0.409108 -2.661045 -1.031215
Br1 -2.925066 1.782677 2.803874
C19 -4.429710 1.417838 1.658382
Br2 -4.712571 -0.461647 1.333558
H22 -4.233183 1.888228 0.703442
H23 -5.316723 1.801363 2.143292
C20 -1.722201 -2.946329 2.721750
C21 -0.764990 -2.086648 1.945695
O1 -1.171599 -1.036441 1.476028
C22 0.654715 -2.488298 1.826416
C23 1.440257 -1.991038 0.785699
C24 2.791925 -2.278429 0.727580
C25 3.375884 -3.059291 1.715465
C26 2.601962 -3.570430 2.748615
C27 1.245534 -3.297455 2.798814
H24 -2.736809 -2.695536 2.423017
H25 -1.619102 -2.716999 3.785887
H26 -1.523659 -4.007399 2.581001
H27 1.004119 -1.377014 0.005813
H28 3.389446 -1.877585 -0.080706
H29 4.436600 -3.271653 1.678679
H30 3.057530 -4.179642 3.518121
H31 0.651720 -3.693250 3.612140

Cartesian forces, eV/Å:
-0.1 0.5 0.1
0.0 0.0 0.0
0.0 0.2 0.1
0.0 0.0 0.0
-0.1 0.0 0.0
0.1 0.1 -0.1
-0.1 0.0 0.1
0.2 -0.3 -0.2
0.2 -0.1 -0.1
0.0 0.0 -0.1
0.0 -0.1 0.0
0.0 0.0 0.0
0.1 0.0 0.1
0.0 0.0 0.0
0.0 0.0 0.0
0.0 0.0 0.0
0.0 0.0 0.0
0.0 0.0 0.0
0.0 0.0 0.0
0.0 0.0 0.0
0.0 0.0 0.0
0.0 0.0 0.0
0.0 0.0 0.0
0.0 0.0 0.0
0.0 0.0 0.0
0.0 0.0 0.0
0.0 0.0 0.0
0.0 0.0 0.0
0.0 0.0 0.0
0.0 0.0 0.0
0.0 0.0 -0.1
0.0 -0.1 0.0
0.0 0.1 0.1
0.0 -0.1 0.0
0.0 0.0 0.0
0.0 0.0 0.0
0.0 0.0 0.0
0.0 -0.1 -0.1
0.0 0.1 0.0
0.0 0.0 0.0
0.0 0.0 0.0
0.0 0.0 0.0
0.0 0.0 0.0
0.0 0.0 0.0
-0.1 0.0 -0.1
-0.1 0.0 0.0
0.0 0.0 0.0
0.0 0.0 0.0
0.0 0.0 0.0
0.0 0.0 0.0
0.0 0.0 0.1
-0.1 0.1 0.2
0.0 -0.2 -0.3
0.3 0.0 0.0
0.0 0.0 0.0
0.0 0.0 0.0
0.0 0.0 0.0
0.1 0.0 0.0
-0.1 0.0 -0.1
0.0 0.0 0.0
0.0 0.0 0.0
0.0 0.0 0.0
0.0 0.0 0.1
0.0 0.0 0.0
0.0 0.0 0.0
0.0 0.0 0.0
0.0 0.0 0.0

spin multiplicity: 4
ΔE to the lowest compared entry with this formula, charge and spin: 0.0 kJ/mol
highest occupied orbital energy (alpha / beta): -7.2 / -7.3 eV
LUMO energy (alpha / beta): -0.254 / -0.268 eV
E_tot: -231447.30223 eV
expectation value of S²: 3.76

=====

[3]
C27H31FN6Zr as an isolated structure, computed with ωB97M-V/def2-TZVPD.

Cartesian coordinates (Å):
Zr1 0.279280 -0.341930 -0.332420
C1 -0.219965 -3.471665 -0.860864
N1 -0.783776 -2.389582 -0.022260
C2 -2.248489 -2.266542 -0.272128
C3 -0.561207 -2.591137 1.414729
C4 -0.392324 -3.837195 1.980865
C5 -0.137756 -3.941917 3.343521
C6 -0.038061 -2.791329 4.108613
C7 -0.218649 -1.535447 3.537693
C8 -0.518709 -1.420389 2.186191
N2 -0.673322 -0.211140 1.457394
C9 -1.120171 1.009996 2.001706
C10 -1.680021 1.199750 3.260188
C11 -2.024591 2.478135 3.681749
C12 -1.829658 3.576218 2.862383
C13 -1.336819 3.388805 1.577897
C14 -0.999150 2.118153 1.155904
N3 -0.657661 1.805797 -0.236804
C15 -1.951935 1.564859 -0.943865
C16 0.083776 2.882869 -0.929779
H1 -0.819183 -4.381002 -0.792997
H2 -0.215894 -3.154788 -1.903479
H3 0.797538 -3.691730 -0.545278
H4 -2.721566 -3.246221 -0.186211
H5 -2.687010 -1.592663 0.459144
H6 -2.430530 -1.887999 -1.278767
H7 -0.441637 -4.731998 1.375299
H8 -0.004656 -4.916209 3.791653
H9 0.187885 -2.859504 5.164057
H10 -0.098458 -0.659453 4.157426
H11 -1.867651 0.365968 3.918298
H12 -2.451156 2.607269 4.667145
H13 -2.085737 4.569944 3.200704
H14 -1.234359 4.238159 0.915857
H15 -2.549124 2.478020 -0.949246
H16 -1.767566 1.274671 -1.978247
H17 -2.512854 0.789437 -0.419627
H18 -0.522543 3.784136 -1.022728
H19 0.989462 3.108881 -0.374318
H20 0.340269 2.551171 -1.936206
N4 -1.504450 -1.262187 -5.866389
C17 -0.656505 -0.800895 -4.941948
C18 -0.909543 -0.940248 -3.554927
N5 -0.040659 -0.480088 -2.668071
C19 1.078756 0.123734 -3.105038
C20 1.305012 0.261499 -4.466949
N6 0.457344 -0.190815 -5.369452
H21 -2.361635 -1.729336 -5.631032
H22 -1.272268 -1.136736 -6.838952
H23 -1.810613 -1.418590 -3.196802
H24 1.791008 0.499265 -2.374640
H25 2.200520 0.751395 -4.830424
F1 3.624930 4.259886 0.907016
C21 3.300682 2.980872 0.747791
C22 2.540858 2.354175 1.715077
C23 2.212077 1.016513 1.535702
C24 2.639517 0.298179 0.403375
C25 2.253283 -1.126377 0.228419
C26 3.393673 0.994745 -0.565026
C27 3.736363 2.320750 -0.394895
H26 2.239248 2.896632 2.601016
H27 1.686382 0.496275 2.327190
H28 2.230759 -1.692874 1.159957
H29 2.844616 -1.645757 -0.526521
H30 3.788664 0.452672 -1.417567
H31 4.355971 2.844892 -1.110120

Cartesian forces, eV/Å:
0.0 0.0 0.0
0.1 0.0 -0.1
0.0 0.0 0.0
0.0 0.0 -0.1
-0.1 0.1 0.0
0.1 -0.1 0.0
0.0 0.1 0.0
0.0 0.0 -0.1
0.1 -0.1 0.1
-0.1 0.0 -0.1
-0.1 0.0 0.1
0.0 0.0 0.0
0.0 0.0 0.1
0.0 0.0 0.0
0.0 0.0 0.0
0.0 0.0 -0.1
0.0 -0.1 0.0
0.0 0.0 0.0
0.0 0.1 -0.1
0.0 0.0 0.0
0.0 0.0 0.0
0.0 0.0 0.0
0.0 0.0 0.0
0.0 0.0 0.1
0.0 0.0 0.0
0.0 0.0 0.0
0.0 0.0 0.0
0.0 0.0 0.0
0.0 0.0 0.0
0.0 0.0 0.0
0.0 0.0 0.0
0.0 0.0 0.0
0.0 0.0 0.0
0.0 0.0 0.0
0.0 0.0 0.1
0.0 0.0 0.0
0.0 0.0 0.0
0.0 0.0 0.0
0.0 0.0 0.0
0.0 0.0 0.0
0.0 0.0 0.0
-0.1 0.0 0.0
0.0 0.0 -0.1
0.1 0.1 0.1
-0.1 -0.1 0.0
0.0 0.0 -0.1
0.0 0.0 0.0
0.0 0.0 0.0
0.0 0.0 0.0
0.0 0.0 0.0
0.0 0.0 0.0
0.0 0.0 0.0
0.0 0.0 0.0
0.0 0.0 0.0
0.0 0.0 0.0
0.0 0.0 0.0
0.0 0.0 0.0
0.0 0.0 -0.1
0.0 0.0 0.0
0.0 0.0 0.0
0.0 0.0 0.0
0.0 0.0 0.0
0.0 0.0 0.0
0.0 0.0 0.0
0.0 0.0 0.0
0.0 0.0 0.0

ΔE to the lowest compared entry with this formula, charge and spin: 11.5 kJ/mol
charge: +2
highest occupied orbital energy: -13.4 eV
LUMO energy: -6.736 eV
E_tot: -41428.40429 eV